(1)
Formula: CH10O6
Source: the Open Molecules 2025 dataset
Level of theory: ωB97M-V with the def2-TZVPD basis set

Results
energy above the lowest of the compared OMol25 structures with the same formula, charge and spin = 17.4 kcal per mole
LUMO level (alpha / beta) = -5.73 / -10.71 eV
E = -495.16187 Ha
spin multiplicity = 2
net charge = +1
frontier orbital gap (alpha / beta) = 8.8 / 3.8 eV

Geometry (Å):
1 O 2.62 -0.64 2.41
2 C 1.65 0.05 2.53
3 O 1.15 0.86 1.60
4 H 1.03 0.13 3.46
5 H 0.16 0.66 1.63
6 H -1.77 -0.90 -1.15
7 H -1.91 -2.28 -0.58
8 O -2.24 -1.38 -0.44
9 H -0.87 -0.29 -3.72
10 H 0.04 -0.03 -2.58
11 O -0.88 -0.28 -2.75
12 H 1.83 1.43 -1.06
13 H 2.57 1.48 -2.34
14 O 1.70 1.24 -1.99
15 H -2.21 0.56 2.00
16 H -1.42 -0.64 1.13
17 O -1.44 0.02 1.85

The molecule's natural (NBO) atomic charges, reported in e, are given here: O 0.02; C 0.62; O -0.58; H 0.30; H 0.55; H 0.51; H 0.48; O -0.97; H 0.49; H 0.49; O -0.98; H 0.46; H 0.49; O -0.95; H 0.53; H 0.54; O -1.01


(2)
Formula: CH10Si3
Source: the Open Molecules 2025 dataset
Level of theory: ωB97M-V with the def2-TZVPD basis set

Results
energy above the lowest of the compared OMol25 structures with the same formula, charge and spin = 43.4 kcal per mole
LUMO level = -0.38 eV
E = -912.39272 Ha
spin multiplicity = 1
net charge = 0
frontier orbital gap = 8.4 eV

Geometry (Å):
1 C -0.05 0.09 0.72
2 Si 0.45 -1.96 -0.99
3 Si 1.36 1.39 0.51
4 Si -1.74 0.83 0.41
5 H 0.29 -0.55 1.52
6 H -0.80 -2.31 -1.79
7 H 0.39 -3.28 -0.34
8 H 1.43 -1.55 -1.89
9 H 1.96 1.64 1.84
10 H 2.37 0.58 -0.32
11 H 0.81 2.27 -0.47
12 H -2.45 -0.36 -0.16
13 H -1.68 1.72 -0.72
14 H -2.35 1.50 1.67

The molecule's natural (NBO) atomic charges, reported in e, are given here: C -1.32; Si 0.79; Si 0.86; Si 0.88; H 0.23; H -0.17; H -0.15; H -0.17; H -0.14; H -0.18; H -0.15; H -0.16; H -0.17; H -0.15


(3)
Formula: CH11N2O3
Source: the Open Molecules 2025 dataset
Level of theory: ωB97M-V with the def2-TZVPD basis set

Results
energy above the lowest of the compared OMol25 structures with the same formula, charge and spin = 16.4 kcal per mole
LUMO level = -3.02 eV
E = -379.71719 Ha
spin multiplicity = 1
net charge = +1
frontier orbital gap = 11.0 eV

Geometry (Å):
1 N 0.00 1.16 -0.67
2 C -1.11 1.21 -1.36
3 N -2.21 0.59 -1.05
4 H 0.25 0.47 0.04
5 H 0.71 1.83 -0.92
6 H -1.09 1.75 -2.30
7 H -3.00 0.69 -1.67
8 H -2.32 -0.14 -0.33
9 H 3.92 0.55 1.17
10 H 4.33 1.08 -0.21
11 O 4.12 0.26 0.26
12 H -1.92 -1.66 1.55
13 H -2.72 -2.47 0.54
14 O -2.13 -1.71 0.61
15 H 0.85 -1.76 0.95
16 H 1.19 -0.98 2.18
17 O 1.12 -0.88 1.22

The molecule's natural (NBO) atomic charges, reported in e, are given here: N -0.72; C 0.39; N -0.71; H 0.46; H 0.43; H 0.22; H 0.42; H 0.46; H 0.47; H 0.47; O -0.94; H 0.49; H 0.50; O -0.96; H 0.49; H 0.49; O -0.96


(4)
Formula: CH11N2Tc
Source: the Open Molecules 2025 dataset
Level of theory: ωB97M-V with the def2-TZVPD basis set

Results
energy above the lowest of the compared OMol25 structures with the same formula, charge and spin = 18.1 kcal per mole
LUMO level (alpha / beta) = -3.78 / -4.24 eV
E = -234.61852 Ha
spin multiplicity = 4
net charge = +1
frontier orbital gap (alpha / beta) = 7.8 / 7.4 eV

Geometry (Å):
1 C -0.49 -1.96 -0.74
2 Tc 0.50 -0.18 0.01
3 N 1.65 1.62 0.40
4 H 0.72 0.41 -1.45
5 H 1.15 2.50 0.20
6 H 0.78 -1.65 -0.75
7 H -0.44 -2.51 -1.70
8 H -1.41 -1.37 -0.91
9 H -0.69 -2.76 -0.01
10 H 1.96 1.72 1.37
11 H 2.51 1.71 -0.15
12 N -1.28 0.51 0.81
13 H -1.98 0.79 0.11
14 H -1.20 1.33 1.40
15 H -1.79 -0.16 1.39

The molecule's natural (NBO) atomic charges, reported in e, are given here: C -0.98; Tc 0.73; N -1.04; H -0.07; H 0.41; H 0.21; H 0.27; H 0.24; H 0.26; H 0.40; H 0.42; N -1.08; H 0.42; H 0.40; H 0.41


(5)
Formula: CH11NO3
Source: the Open Molecules 2025 dataset
Level of theory: ωB97M-V with the def2-TZVPD basis set

Results
energy above the lowest of the compared OMol25 structures with the same formula, charge and spin = 41.8 kcal per mole
LUMO level = 0.56 eV
E = -325.11331 Ha
spin multiplicity = 1
net charge = 0
SMILES = CN.O.O.O
frontier orbital gap = 9.2 eV

Geometry (Å):
1 C 2.41 -2.84 -0.31
2 N 1.70 -3.28 -1.56
3 H 1.89 -1.97 0.10
4 H 3.39 -2.48 -0.62
5 H 2.32 -3.66 0.39
6 H 1.86 -4.24 -1.71
7 H 0.90 -2.70 -1.71
8 O -2.40 3.75 -1.35
9 H -2.85 3.21 -0.71
10 H -2.81 4.58 -1.07
11 O 0.87 6.20 2.17
12 H 0.58 6.48 3.05
13 H -0.03 6.30 1.82
14 O -2.63 -3.09 0.08
15 H -3.00 -2.53 0.78
16 H -2.20 -3.74 0.66

The molecule's natural (NBO) atomic charges, reported in e, are given here: C -0.42; N -0.90; H 0.19; H 0.19; H 0.18; H 0.37; H 0.39; O -0.92; H 0.46; H 0.46; O -0.91; H 0.46; H 0.46; O -0.92; H 0.46; H 0.46


(6)
Formula: CH11NO4
Source: the Open Molecules 2025 dataset
Level of theory: ωB97M-V with the def2-TZVPD basis set

Results
energy above the lowest of the compared OMol25 structures with the same formula, charge and spin = 14.3 kcal per mole
LUMO level = 0.59 eV
E = -400.39870 Ha
spin multiplicity = 1
net charge = 0
SMILES = NCO.O.O.O
frontier orbital gap = 9.5 eV

Geometry (Å):
1 N 0.40 0.61 -1.13
2 C 1.61 -0.07 -0.89
3 O 1.46 -1.13 0.09
4 H -0.36 0.10 -1.55
5 H 0.31 1.45 -0.59
6 H 2.02 -0.49 -1.81
7 H 2.34 0.66 -0.53
8 H 2.26 -1.67 0.13
9 O -0.89 -0.51 1.36
10 H 0.04 -0.77 1.41
11 H -1.40 -0.82 2.11
12 O -1.97 -1.33 -1.32
13 H -1.52 -1.69 -0.54
14 H -2.78 -1.86 -1.41
15 O -0.65 2.60 1.22
16 H -0.48 1.69 1.54
17 H -0.39 3.22 1.91

The molecule's natural (NBO) atomic charges, reported in e, are given here: N -0.87; C 0.09; O -0.79; H 0.41; H 0.40; H 0.14; H 0.15; H 0.47; O -0.98; H 0.51; H 0.47; O -0.96; H 0.49; H 0.47; O -0.97; H 0.49; H 0.47


(7)
Formula: CH11O4S
Source: the Open Molecules 2025 dataset
Level of theory: ωB97M-V with the def2-TZVPD basis set

Results
energy above the lowest of the compared OMol25 structures with the same formula, charge and spin = 19.5 kcal per mole
LUMO level = 3.70 eV
E = -743.88263 Ha
spin multiplicity = 1
net charge = -1
frontier orbital gap = 7.3 eV

Geometry (Å):
1 C 1.00 -0.10 -1.13
2 S 1.25 -1.11 0.39
3 H 1.79 -0.28 -1.89
4 H 0.08 -0.25 -1.66
5 H 1.05 0.95 -1.01
6 H 0.46 0.24 2.23
7 H 1.21 1.29 1.76
8 O 0.43 1.21 2.36
9 H -0.76 -3.86 -0.60
10 H -0.33 -2.42 -0.25
11 O -1.13 -2.95 -0.54
12 H -2.18 -1.34 -0.33
13 H -2.00 0.03 0.31
14 O -2.64 -0.69 0.28
15 H 0.04 3.43 -0.39
16 H 0.89 2.49 0.43
17 O 0.84 3.34 0.04

The molecule's natural (NBO) atomic charges, reported in e, are given here: C -0.73; S -0.69; H 0.18; H 0.18; H 0.17; H 0.50; H 0.45; O -0.98; H 0.46; H 0.50; O -1.03; H 0.50; H 0.47; O -0.97; H 0.46; H 0.48; O -0.94


(8)
Formula: CH11O7
Source: the Open Molecules 2025 dataset
Level of theory: ωB97M-V with the def2-TZVPD basis set

Results
energy above the lowest of the compared OMol25 structures with the same formula, charge and spin = 13.5 kcal per mole
LUMO level = 3.75 eV
E = -571.47485 Ha
spin multiplicity = 1
net charge = -1
frontier orbital gap = 9.7 eV

Geometry (Å):
1 O 1.46 -0.68 1.30
2 C 0.57 0.16 1.64
3 O -0.62 0.30 1.26
4 H 0.98 0.99 2.25
5 H 1.26 -0.96 -1.11
6 H 1.76 0.41 -0.90
7 O 1.43 -0.10 -1.66
8 H 0.29 1.49 -1.27
9 H 0.25 1.67 -2.79
10 O -0.17 1.99 -1.98
11 H 0.04 -2.58 -0.22
12 H 1.33 -2.27 0.28
13 O 0.92 -2.48 -0.59
14 H -1.81 -1.56 -0.78
15 H -1.43 -1.20 0.79
16 O -1.60 -1.86 0.10
17 H -1.58 2.33 -0.15
18 H -1.41 1.85 1.16
19 O -1.79 2.67 0.74

The molecule's natural (NBO) atomic charges, reported in e, are given here: O -0.80; C 0.65; O -0.80; H 0.04; H 0.51; H 0.45; O -1.01; H 0.49; H 0.48; O -0.98; H 0.50; H 0.50; O -0.99; H 0.48; H 0.52; O -1.01; H 0.47; H 0.49; O -1.00


(9)
Formula: CH12N2O5
Source: the Open Molecules 2025 dataset
Level of theory: ωB97M-V with the def2-TZVPD basis set

Results
energy above the lowest of the compared OMol25 structures with the same formula, charge and spin = 253.3 kcal per mole
LUMO level = -5.66 eV
E = -530.65721 Ha
spin multiplicity = 1
net charge = 0
frontier orbital gap = 4.3 eV

Geometry (Å):
1 N 1.29 -0.89 1.10
2 C 0.07 -0.78 0.38
3 N 0.37 -0.86 -1.07
4 O -0.89 -1.57 0.89
5 H 2.12 -0.81 0.49
6 H 1.34 -1.49 1.93
7 H -0.31 0.26 0.50
8 H 1.16 -0.28 -1.35
9 H 3.71 0.54 -1.22
10 H 0.39 -1.82 -1.41
11 O 2.93 0.14 -0.82
12 H 0.61 2.02 0.42
13 H 2.17 1.43 -0.39
14 O 1.48 2.01 0.04
15 H -1.80 2.26 -1.39
16 H -2.44 0.76 -0.17
17 O -2.10 1.56 -0.82
18 H -1.89 -0.91 0.93
19 H -3.74 -0.05 0.74
20 O -2.81 -0.20 0.64

The molecule's natural (NBO) atomic charges, reported in e, are given here: N -0.46; C 0.30; N -0.62; O -0.60; H 0.46; H 0.41; H 0.29; H 0.44; H 0.47; H 0.39; O -1.07; H 0.51; H 0.53; O -0.99; H 0.52; H 0.53; O -1.06; H 0.52; H 0.50; O -1.06


(10)
Formula: CH12NO3
Source: the Open Molecules 2025 dataset
Level of theory: ωB97M-V with the def2-TZVPD basis set

Results
energy above the lowest of the compared OMol25 structures with the same formula, charge and spin = 10.6 kcal per mole
LUMO level = -2.94 eV
E = -325.54896 Ha
spin multiplicity = 1
net charge = +1
frontier orbital gap = 12.8 eV

Geometry (Å):
1 C 1.73 -0.31 -0.35
2 N 0.24 -0.11 -0.32
3 H 2.05 -0.41 0.69
4 H 1.84 -1.34 -0.68
5 H 2.24 0.36 -1.03
6 H -0.06 0.53 0.44
7 H -0.22 -1.01 -0.16
8 H -0.11 0.30 -1.21
9 H -0.67 1.92 -2.95
10 H -0.71 0.60 -3.56
11 O -0.88 1.01 -2.70
12 H -0.86 -3.23 1.15
13 H -0.32 -2.46 2.36
14 O -0.32 -2.47 1.41
15 H -0.56 2.79 1.76
16 H -1.33 1.65 2.27
17 O -0.46 1.82 1.89

The molecule's natural (NBO) atomic charges, reported in e, are given here: C -0.42; N -0.72; H 0.24; H 0.23; H 0.24; H 0.46; H 0.45; H 0.46; H 0.49; H 0.49; O -0.95; H 0.49; H 0.49; O -0.98; H 0.49; H 0.49; O -0.96